The following is a DFT calculation (the ωB97M-V functional and the def2-TZVPD basis) of C16H23NO2 in the gas phase.

charge = 0
M = 261.4 g mol⁻¹
SMILES = C/C=C(\C)CN1CCc2cc(OC)c(OC)cc2C1
ΔE to the lowest compared entry with this formula, charge and spin = 55.4 kcal per mole
HOMO-LUMO gap = 0.3163 hartree

Atoms and positions in Å:
C  4.933  -1.469  -0.427
C  3.657  -1.312  -1.188
C  3.453  -0.646  -2.316
C  4.494  0.092  -3.105
C  2.073  -0.601  -2.938
N  1.014  -0.724  -1.958
C  -0.271  -1.075  -2.525
C  -1.183  -1.557  -1.400
C  -1.234  -0.547  -0.290
C  -2.273  -0.559  0.631
C  -2.347  0.346  1.679
O  -3.383  0.358  2.587
C  -4.392  -0.611  2.471
C  -1.322  1.300  1.815
O  -1.213  2.275  2.766
C  -2.051  2.290  3.898
C  -0.289  1.301  0.885
C  -0.227  0.398  -0.164
C  0.896  0.478  -1.158
H  5.760  -0.931  -0.879
H  5.198  -2.525  -0.363
H  4.800  -1.104  0.591
H  2.803  -1.802  -0.740
H  4.410  -0.165  -4.160
H  5.501  -0.144  -2.774
H  4.343  1.168  -3.011
H  1.973  0.330  -3.529
H  1.985  -1.439  -3.639
H  -0.740  -0.218  -3.044
H  -0.131  -1.878  -3.253
H  -0.783  -2.496  -1.006
H  -2.186  -1.754  -1.786
H  -3.046  -1.302  0.508
H  -5.077  -0.416  3.294
H  -4.933  -0.521  1.523
H  -3.992  -1.626  2.567
H  -2.003  1.348  4.449
H  -3.090  2.499  3.633
H  -1.667  3.095  4.524
H  0.482  2.046  1.008
H  0.722  1.366  -1.803
H  1.843  0.637  -0.636

Mulliken atomic charge list, values in e, 4 entries: -1.319 -0.011 0.606 -1.567

---

The following is a DFT calculation (the ωB97M-V functional and the def2-TZVPD basis) of a molecular structure, C2H5ClOS.

charge = 0
M = 112.6 g mol⁻¹
ΔE to the lowest compared entry with this formula, charge and spin = 23.1 kcal per mole
HOMO-LUMO gap = 0.3448 hartree

Atoms and positions in Å:
C  0.329  0.624  -0.167
C  -0.662  -0.426  0.404
O  -0.961  -0.296  1.754
S  -0.356  -2.045  -0.157
Cl  -2.642  0.319  -0.505
H  1.363  0.188  -0.510
H  -0.219  1.009  -1.037
H  0.304  1.401  0.647
H  -1.659  -0.903  1.959
H  0.838  -1.877  -0.787

Mulliken atomic charge list, values in e, 4 entries: -1.045 0.539 -0.406 -0.158

---

The following is a DFT calculation (the ωB97M-V functional and the def2-TZVPD basis) of a molecular structure, C40H44FN6OReSSi.

charge = +1
M = 890.2 g mol⁻¹
multiplicity = 2
ΔE to the lowest compared entry with this formula, charge and spin = 27.8 kcal per mole
expectation value of S² = 0.757
HOMO-LUMO gap (alpha / beta) = 0.2291 / 0.2313 hartree

Atoms and positions in Å:
Re  -0.178  0.078  -1.063
C  -1.579  -1.014  5.902
C  -0.378  -0.500  5.094
C  0.669  0.113  6.039
C  0.270  -1.683  4.371
C  -0.859  0.574  4.123
C  -1.440  1.751  4.631
C  -1.888  2.767  3.812
C  -1.739  2.616  2.439
S  -2.098  3.740  1.158
C  -1.458  2.612  0.008
N  -1.044  1.483  0.531
C  -1.168  1.456  1.910
C  -0.738  0.431  2.752
C  -1.265  2.878  -1.392
C  -1.735  4.044  -2.000
C  -1.511  4.256  -3.344
C  -0.825  3.289  -4.073
C  -0.378  2.126  -3.467
C  -0.558  1.886  -2.102
H  -1.256  -1.797  6.591
H  -2.338  -1.430  5.236
H  -2.041  -0.218  6.486
H  1.084  -0.660  6.688
H  0.239  0.889  6.672
H  1.486  0.551  5.463
H  0.622  -2.405  5.108
H  1.131  -1.360  3.781
H  -0.443  -2.188  3.716
H  -1.532  1.880  5.701
H  -2.340  3.660  4.223
H  -0.317  -0.457  2.298
H  -2.288  4.772  -1.417
H  -1.884  5.148  -3.828
H  -0.659  3.438  -5.133
H  0.115  1.378  -4.073
O  -0.565  -1.520  0.202
C  -1.654  -1.945  0.802
C  -1.532  -2.913  1.819
C  -2.623  -3.342  2.536
C  -3.887  -2.816  2.271
C  -4.036  -1.907  1.250
C  -2.948  -1.478  0.477
C  -3.158  -0.686  -0.721
N  -2.258  -0.172  -1.568
C  -2.954  0.324  -2.650
C  -4.279  0.128  -2.461
N  -4.392  -0.493  -1.246
H  -0.542  -3.306  2.018
H  -2.497  -4.087  3.312
H  -4.741  -3.140  2.849
H  -5.030  -1.523  1.053
H  -2.461  0.770  -3.492
H  -5.131  0.371  -3.070
H  -5.251  -0.808  -0.833
C  4.166  -0.296  -2.604
Si  2.567  0.653  -2.959
C  2.530  1.304  -4.740
C  2.691  2.229  -1.912
N  1.135  -0.414  -2.655
C  0.942  -1.452  -3.570
C  1.836  -1.693  -4.636
C  1.615  -2.656  -5.601
C  0.487  -3.459  -5.559
C  -0.378  -3.320  -4.487
C  -0.120  -2.371  -3.525
F  -0.942  -2.360  -2.454
H  5.013  0.368  -2.797
H  4.297  -1.182  -3.227
H  4.241  -0.611  -1.564
H  3.549  1.347  -5.134
H  2.140  2.323  -4.741
H  1.932  0.718  -5.438
H  3.112  3.027  -2.528
H  3.369  2.090  -1.069
H  1.726  2.576  -1.551
H  2.737  -1.102  -4.707
H  2.336  -2.780  -6.397
H  0.296  -4.196  -6.326
H  -1.251  -3.951  -4.376
C  3.276  1.775  2.903
C  2.809  0.817  1.866
C  3.179  -0.480  1.572
C  2.398  -0.882  0.479
N  1.596  0.136  0.116
N  1.854  1.139  0.982
C  2.409  -2.219  -0.179
H  3.820  1.252  3.686
H  2.428  2.297  3.350
H  3.942  2.523  2.469
H  3.915  -1.071  2.088
H  1.405  2.031  0.873
H  3.223  -2.821  0.217
H  2.514  -2.126  -1.258
H  1.465  -2.727  0.003

Mulliken atomic charge list, values in e, 4 entries: 1.884 -1.846 2.137 -1.718

---

The following is a DFT calculation (the ωB97M-V functional and the def2-TZVPD basis) of C14H10N6O5 in the gas phase.

charge = 0
M = 342.3 g mol⁻¹
SMILES = N#CC1=CC(=[N+]([O-])[O-])[C@@H]([NH2+]NC(=O)c2ccccc2)c2c1no[n+]2[O-]
ΔE to the lowest compared entry with this formula, charge and spin = 39.5 kcal per mole
HOMO-LUMO gap = 0.2631 hartree

Atoms and positions in Å:
N  -1.953  4.571  -1.364
C  -1.067  4.014  -0.841
C  0.032  3.420  -0.168
C  0.062  3.046  1.199
C  1.147  2.350  1.738
N  1.139  2.036  3.129
O  0.190  2.438  3.829
O  2.126  1.416  3.664
C  2.207  1.798  0.863
N  1.981  -0.002  0.825
N  2.923  -0.388  1.844
C  3.130  -1.757  2.020
O  2.474  -2.635  1.462
C  4.314  -1.997  2.889
C  4.964  -3.243  2.834
C  6.152  -3.447  3.545
C  6.689  -2.409  4.327
C  6.033  -1.171  4.403
C  4.859  -0.966  3.666
C  2.239  2.389  -0.450
C  1.170  3.113  -0.977
N  1.129  3.065  -2.345
O  2.246  2.326  -2.693
N  2.973  1.891  -1.508
O  3.947  1.158  -1.598
H  -0.798  3.260  1.832
H  3.219  1.655  1.274
H  2.229  -0.559  -0.017
H  1.009  -0.252  1.101
H  2.799  0.213  2.679
H  4.538  -4.042  2.225
H  6.678  -4.405  3.481
H  7.609  -2.555  4.896
H  6.420  -0.345  5.013
H  4.369  0.008  3.711

Mulliken atomic charge list, values in e, 4 entries: -0.512 0.042 0.189 -0.410

---

The following is a DFT calculation (the ωB97M-V functional and the def2-TZVPD basis) of 2 unconnected molecules or ions with the total composition C4H7NOS.

charge = 0
M = 117.2 g mol⁻¹
SMILES = N#CC=O.CSC
ΔE to the lowest compared entry with this formula, charge and spin = 69.8 kcal per mole
HOMO-LUMO gap = 0.3059 hartree

Atoms and positions in Å:
N  0.856  1.674  -3.507
C  -0.184  1.561  -3.002
C  -1.411  1.436  -2.186
O  -2.493  1.112  -2.570
H  -0.927  1.706  -1.171
C  0.710  -1.357  0.165
S  -0.502  -0.233  0.991
C  0.239  -0.320  2.714
H  1.692  -1.037  0.453
H  0.532  -2.327  0.344
H  0.721  -1.242  -1.015
H  0.208  -1.278  2.956
H  1.101  0.138  2.547
H  -0.542  0.167  3.281

Mulliken atomic charge list, values in e, 4 entries: -0.329 0.242 0.306 -0.423

---

The following is a DFT calculation (the ωB97M-V functional and the def2-TZVPD basis) of a molecular structure, C18H33BrCl3DyF3P.

charge = +2
M = 686.2 g mol⁻¹
multiplicity = 6
expectation value of S² = 9.784
HOMO-LUMO gap (alpha / beta) = 0.2142 / 0.1640 hartree

Atoms and positions in Å:
C  4.563  1.699  1.799
C  4.438  1.585  0.329
C  5.069  2.611  -0.533
C  3.759  0.509  -0.283
C  3.842  -0.898  0.176
C  2.912  -1.921  -0.492
C  1.429  -1.808  -0.082
C  1.292  -1.863  1.452
C  0.820  -0.538  -0.721
C  -0.612  -0.677  -1.202
P  -2.382  -0.080  -0.616
C  -3.012  -0.954  -2.234
Br  -1.556  1.027  1.419
C  -2.048  1.570  -1.487
C  -2.771  2.883  -1.139
C  -1.897  3.931  -0.464
Cl  -0.472  4.356  -1.460
C  -2.283  -1.779  0.530
Cl  -2.503  -3.326  -0.487
C  -2.996  -1.828  1.907
C  -2.053  -1.907  3.094
Cl  -4.041  -3.309  2.059
C  -4.268  0.240  -0.213
F  -4.850  0.780  -1.299
F  -4.856  -0.958  0.005
F  -4.571  1.019  0.829
H  4.254  2.705  2.095
H  5.625  1.620  2.070
H  3.995  0.960  2.354
H  5.145  3.568  -0.016
H  4.563  2.725  -1.490
H  6.099  2.278  -0.725
H  3.157  0.766  -1.151
H  4.882  -1.199  -0.027
H  3.758  -0.915  1.266
H  3.035  -1.850  -1.578
H  3.280  -2.912  -0.214
H  0.892  -2.733  -0.453
H  0.956  -0.904  1.845
H  0.576  -2.617  1.769
H  2.233  -2.142  1.925
H  1.415  -0.356  -1.623
H  1.028  0.317  -0.072
H  -0.904  -1.695  -1.212
H  -0.615  -0.361  -2.259
H  -3.167  -0.199  -3.001
H  -2.325  -1.691  -2.688
H  -3.972  -1.456  -2.124
H  -2.062  1.412  -2.566
H  -0.992  1.762  -1.270
H  -3.690  2.796  -0.562
H  -3.084  3.333  -2.085
H  -1.548  3.628  0.517
H  -2.467  4.849  -0.336
H  -1.225  -1.886  0.739
H  -3.744  -1.048  1.991
H  -2.642  -2.059  3.998
H  -1.492  -0.986  3.218
H  -1.388  -2.761  2.979
Dy  -0.525  -3.314  -2.201

Mulliken atomic charge list, values in e, 4 entries: -1.300 0.790 -1.266 -0.380

---

Number 1: largest force on an atom 0.52 eV Å⁻¹. Number 2: largest force on an atom 2.57 eV Å⁻¹. Number 3: largest force on an atom 2.40 eV Å⁻¹. Number 4: largest force on an atom 3.25 eV Å⁻¹. Number 5: largest force on an atom 5.85 eV Å⁻¹. Number 6: largest force on an atom 1.66 eV Å⁻¹.